Entry 1:
A single C6H9NS molecule at a distorted geometry. Source: the OMol25 dataset; level of theory: the ωB97M-V functional and the def2-TZVPD basis.

Positions of all 17 atoms, in Å:
1 C -0.5101 1.7356 -0.2665
2 C 2.1957 -1.1111 -0.6403
3 C 0.9281 -1.4357 -0.3497
4 C -0.4257 0.5681 -1.2579
5 C -0.2745 -0.7023 -0.5178
6 C -0.5915 0.3672 1.6067
7 N -0.6147 1.5379 0.9217
8 S -1.9288 -0.1442 2.6275
9 H -0.6749 2.6763 -0.7816
10 H 3.1531 -1.7766 -0.5725
11 H 2.6093 -0.1097 -0.8900
12 H 0.6927 -2.4068 0.0617
13 H -1.2123 0.5475 -2.0695
14 H 0.4698 0.7967 -1.8268
15 H -1.1397 -1.2522 -0.4189
16 H 0.2109 0.2034 2.2156
17 H -2.8874 0.5057 2.1583

Output
- Energy above the lowest of the compared OMol25 structures with the same formula, charge and spin: 418.76 kJ/mol
- Gap between HOMO and LUMO (spin up / spin down): 7.267 / 7.258 eV
- HOMO energy (spin up / spin down): -6.9 / -6.9 eV

***

Entry 2:
A single C6H9NS molecule at a distorted geometry. Source: the OMol25 dataset; level of theory: the ωB97M-V functional and the def2-TZVPD basis.

Positions of all 17 atoms, in Å:
1 C 1.8517 0.3517 0.8782
2 C 1.9873 0.0116 -0.4842
3 C 0.4513 0.2428 1.5034
4 C -1.5795 -0.0437 0.0163
5 C -1.5560 -0.1590 -1.5888
6 C -0.3837 -0.5781 0.6668
7 N 0.9291 -0.5812 -1.0724
8 S 0.0727 0.5312 -2.0387
9 H 2.6125 0.7009 1.5260
10 H 2.7365 0.5522 -1.0295
11 H 0.7658 -0.2447 2.5109
12 H 0.1821 1.2853 1.7310
13 H -1.4398 1.0475 0.2282
14 H -2.6088 -0.3680 0.3897
15 H -1.3165 -1.2301 -1.8973
16 H -2.5065 0.1696 -2.0970
17 H -0.1983 -1.6881 0.7573

Output
- Energy above the lowest of the compared OMol25 structures with the same formula, charge and spin: 397.35 kJ/mol
- Gap between HOMO and LUMO (spin up / spin down): 7.954 / 7.956 eV
- HOMO energy (spin up / spin down): -7.6 / -7.6 eV

***

Entry 3:
A single C6H9NS molecule at a distorted geometry. Source: the OMol25 dataset; level of theory: the ωB97M-V functional and the def2-TZVPD basis.

Positions of all 17 atoms, in Å:
1 C 0.4147 -0.1087 0.0175
2 C -0.3124 -1.0054 -1.0347
3 C -1.4227 -1.0517 0.0317
4 C -0.2905 -0.9834 1.1006
5 C -0.3904 1.1813 0.0275
6 C 0.0813 2.4232 0.0521
7 H 2.1460 0.6371 -0.7484
8 H 2.3056 -0.8198 0.0700
9 H -0.5762 -0.5645 -2.0031
10 H 0.1994 -1.9627 -1.1394
11 H -2.2126 -1.8256 0.0458
12 H -0.4935 -0.5334 2.0781
13 H 0.2117 -2.0034 1.2307
14 H -0.5703 3.2795 0.0414
15 H 1.1575 2.5919 0.1323
16 N 1.8390 0.0907 0.0873
17 S -2.0867 0.6548 0.0105

Output
- Energy above the lowest of the compared OMol25 structures with the same formula, charge and spin: 119.81 kJ/mol
- Gap between HOMO and LUMO: 9.047 eV
- HOMO energy: -8.2 eV
- SMILES: C=C1S[C@H]2C[C@]1(N)C2

***

Entry 4:
A single C6H9NS2 molecule at a distorted geometry. Source: the OMol25 dataset; level of theory: the ωB97M-V functional and the def2-TZVPD basis.

Positions of all 18 atoms, in Å:
1 C -1.9687 -0.6571 -0.2100
2 C 0.1798 -1.6538 -1.3037
3 C 0.3365 -0.2006 -0.8633
4 C 1.4204 0.1431 0.1391
5 C 0.8231 1.3004 0.9696
6 C -0.6700 1.0642 1.0568
7 H 0.6716 -1.8188 -2.3021
8 H 0.6038 -2.2776 -0.5419
9 H 0.4139 0.5226 -1.7169
10 H 1.7210 -0.7011 0.7733
11 H 2.3733 0.4445 -0.3414
12 H 1.3323 1.3469 1.9521
13 H 1.0409 2.3037 0.4916
14 H -1.0218 0.5260 1.9567
15 H -1.3125 1.9135 0.9357
16 N -0.9037 0.1780 -0.1311
17 S -3.4089 -0.5284 0.5509
18 S -1.6311 -1.9053 -1.4153

Output
- Energy above the lowest of the compared OMol25 structures with the same formula, charge and spin: 0.00 kJ/mol
- Gap between HOMO and LUMO: 8.965 eV
- HOMO energy: -8.3 eV
- SMILES: S=C1SC[C@@H]2CCCN12

***

Entry 5:
A molecular structure, C6H9NSSn at a distorted geometry. Source: the OMol25 dataset; level of theory: the ωB97M-V functional and the def2-TZVPD basis.

Positions of all 18 atoms, in Å:
1 Sn -1.1069 -0.0473 -1.9742
2 C 0.6691 0.0095 -3.2802
3 H 1.5775 -0.0224 -2.6672
4 H 0.5986 -0.8668 -3.9389
5 H 0.6561 0.9296 -3.8745
6 H -3.2382 -0.2478 -0.1586
7 H -3.8543 -0.5931 -0.0330
8 S -0.2955 2.0615 -0.8931
9 C 0.1400 0.9568 0.3509
10 C 0.7396 1.3060 1.5777
11 C 0.9673 0.3202 2.5388
12 C 0.5664 -0.9923 2.2595
13 C -0.0381 -1.2929 1.0389
14 N -0.1811 -0.3494 0.0761
15 H 1.0120 2.3503 1.7032
16 H 1.4594 0.5697 3.4809
17 H 0.7282 -1.7937 2.9786
18 H -0.4001 -2.2981 0.8151

Output
- Energy above the lowest of the compared OMol25 structures with the same formula, charge and spin: 0.00 kJ/mol
- Gap between HOMO and LUMO (spin up / spin down): 6.811 / 6.149 eV
- Net charge: +2
- HOMO energy (spin up / spin down): -18.2 / -18.1 eV

***

Entry 6:
2 unconnected molecules or ions with the total composition C6H9P at a distorted geometry. Source: the OMol25 dataset; level of theory: the ωB97M-V functional and the def2-TZVPD basis.

Positions of all 16 atoms, in Å:
1 C 2.6206 0.8366 -0.0330
2 C 1.4545 1.8248 -0.2495
3 C -1.2284 -0.7240 0.2104
4 C -0.2471 -1.7553 0.7368
5 C 1.1770 0.4692 0.1568
6 C 0.1940 -0.3797 0.2536
7 P -4.5459 0.1133 0.0509
8 H 3.0115 0.2688 -0.8476
9 H 3.2025 0.9500 0.9187
10 H 1.2886 2.5265 0.5122
11 H 1.0511 2.2968 -1.1697
12 H -1.5188 -0.8971 -0.8909
13 H -2.1149 -0.4511 0.9107
14 H -0.1041 -1.8296 1.8268
15 H 0.0130 -2.6642 0.2025
16 H -3.4881 -0.0925 -0.8158

Output
- Energy above the lowest of the compared OMol25 structures with the same formula, charge and spin: 594.14 kJ/mol
- Gap between HOMO and LUMO (spin up / spin down): 7.200 / 7.344 eV
- HOMO energy (spin up / spin down): -8.6 / -8.8 eV

***

Entry 7:
9 unconnected molecules or ions with the total composition C70H146N8O4 at a distorted geometry. Source: the OMol25 dataset; level of theory: the ωB97M-V functional and the def2-TZVPD basis.

Positions of all 228 atoms, in Å:
1 C 0.6502 0.4622 -0.6329
2 C 0.1406 0.4732 0.6408
3 C -0.9050 -0.5270 1.1058
4 O -1.3733 -0.6318 2.2850
5 C -1.4256 -1.3809 0.1444
6 C -0.9512 -1.4461 -1.2126
7 C 0.2131 -0.4725 -1.6486
8 O 0.7910 -0.6401 -2.7265
9 O -1.4598 -2.1442 -2.1076
10 O 0.6198 1.3830 1.4146
11 H 1.4226 1.1753 -0.8921
12 H -2.2236 -2.0650 0.3818
13 C -2.2455 -2.7441 9.0350
14 C -2.4725 -3.0862 7.5469
15 C -2.4406 -4.6069 7.3514
16 N -1.9143 -5.0651 6.0020
17 C -2.2074 -6.5507 5.8722
18 C -0.4451 -4.7670 5.8668
19 C -0.1437 -4.6034 4.3793
20 C -1.4905 -4.4372 3.6616
21 C -2.5305 -4.3764 4.7819
22 H -3.1399 -2.9732 9.6122
23 H -2.1815 -1.6583 9.1500
24 H -1.3091 -3.1519 9.4057
25 H -1.6903 -2.5772 6.9798
26 H -3.4523 -2.7146 7.2474
27 H -3.4469 -5.0157 7.4408
28 H -1.8725 -5.1384 8.1151
29 H -1.9975 -6.8392 4.8428
30 H -3.2889 -6.6227 5.9553
31 H -1.6033 -7.0849 6.5960
32 H 0.1483 -5.5129 6.3941
33 H -0.2653 -3.8554 6.4354
34 H 0.3796 -5.4871 4.0139
35 H 0.5523 -3.7781 4.2327
36 H -1.6489 -5.2783 2.9889
37 H -1.4669 -3.4885 3.1248
38 H -3.5517 -4.6971 4.6075
39 H -2.5116 -3.3263 5.0813
40 C 0.1853 5.8055 -1.4620
41 C -1.0051 4.8486 -1.5236
42 C -1.3424 4.2008 -0.2122
43 N -2.7249 3.6078 -0.2143
44 C -3.8598 4.6070 -0.1406
45 C -2.8983 2.5891 -1.3355
46 C -3.9526 1.5866 -0.9124
47 C -3.9808 1.7308 0.6150
48 C -2.8766 2.6972 1.0140
49 H 0.0262 6.6191 -0.7453
50 H 0.4624 6.3211 -2.3793
51 H 1.0717 5.3074 -1.0534
52 H -0.6853 4.1907 -2.3405
53 H -1.8755 5.3502 -1.9577
54 H -1.3572 4.9150 0.6107
55 H -0.6603 3.3652 -0.0399
56 H -3.9296 5.2402 -1.0194
57 H -3.6048 5.1818 0.7471
58 H -4.7836 4.0599 0.0165
59 H -3.1548 3.1774 -2.2161
60 H -1.9327 2.1082 -1.4896
61 H -4.9085 1.6391 -1.4256
62 H -3.5614 0.5842 -1.1066
63 H -4.9996 2.0407 0.8731
64 H -3.9625 0.7973 1.1813
65 H -3.1671 3.2726 1.8903
66 H -1.9696 2.1260 1.1997
67 C -2.5630 0.3685 -5.8372
68 C -2.1359 -1.0445 -6.2577
69 C -1.0038 -1.5908 -5.3730
70 N -0.6059 -2.9989 -5.7233
71 C -0.1256 -3.2010 -7.1663
72 C -1.7542 -3.9763 -5.4340
73 C -1.1140 -5.2416 -4.9189
74 C -0.0362 -4.6832 -4.0170
75 C 0.4984 -3.4589 -4.7596
76 H -1.8312 0.7713 -5.1274
77 H -3.4890 0.3851 -5.2615
78 H -2.6700 1.0422 -6.6822
79 H -1.7265 -1.0368 -7.2686
80 H -2.9713 -1.7452 -6.2845
81 H -1.3058 -1.6346 -4.3281
82 H -0.1239 -0.9726 -5.5477
83 H 0.6830 -2.4748 -7.2326
84 H -0.9431 -2.8167 -7.7655
85 H 0.1723 -4.2314 -7.3032
86 H -2.2097 -4.1513 -6.4101
87 H -2.4967 -3.5460 -4.7660
88 H -0.6756 -5.8070 -5.7413
89 H -1.8007 -5.8943 -4.3831
90 H 0.6714 -5.5066 -3.8769
91 H -0.3194 -4.4329 -2.9932
92 H 1.3743 -3.7407 -5.3421
93 H 0.7864 -2.6914 -4.0436
94 C 2.4415 -3.2461 -0.8968
95 C 3.1886 -2.2011 -0.0978
96 C 2.7803 -2.1732 1.3851
97 N 3.5323 -1.1816 2.2701
98 C 4.8150 -1.8518 2.6683
99 C 2.6499 -0.7197 3.4151
100 C 3.4918 0.4134 4.0330
101 C 3.9587 1.1408 2.7714
102 C 3.8170 0.1330 1.6014
103 H 2.6796 -4.2898 -0.6874
104 H 2.7566 -3.1418 -1.9398
105 H 1.3632 -3.0803 -0.9309
106 H 2.9406 -1.2630 -0.6033
107 H 4.2695 -2.2664 -0.2444
108 H 2.7315 -3.1299 1.9060
109 H 1.7282 -1.8693 1.4293
110 H 5.4782 -1.1101 3.1008
111 H 5.2427 -2.3224 1.7872
112 H 4.5659 -2.6517 3.3632
113 H 2.4084 -1.5677 4.0587
114 H 1.6810 -0.3300 3.0952
115 H 4.2900 0.0482 4.6767
116 H 2.9146 1.0982 4.6510
117 H 5.0303 1.3390 2.8010
118 H 3.3806 2.0489 2.6273
119 H 4.7186 0.0679 0.9936
120 H 2.9960 0.3091 0.9060
121 C -6.0456 0.6050 4.3751
122 C -4.8311 0.8751 5.2625
123 C -3.6344 1.4051 4.5082
124 N -2.3498 1.4951 5.3402
125 C -2.4969 2.3308 6.5832
126 C -1.7578 0.1377 5.7127
127 C -0.2559 0.3563 5.7662
128 C 0.0669 1.6365 4.9697
129 C -1.2821 2.1484 4.4926
130 H -5.9330 -0.3977 3.9568
131 H -6.1791 1.3069 3.5532
132 H -6.9488 0.6198 4.9805
133 H -4.5590 0.0896 5.9749
134 H -5.0758 1.6569 5.9914
135 H -3.8152 2.4737 4.3681
136 H -3.3018 0.8907 3.6069
137 H -1.4888 2.4226 6.9902
138 H -3.1294 1.7958 7.2830
139 H -2.7832 3.3515 6.3428
140 H -2.2590 -0.1599 6.6303
141 H -1.9685 -0.5548 4.8985
142 H 0.2064 0.4391 6.7508
143 H 0.1935 -0.5423 5.3385
144 H 0.5402 2.4178 5.5627
145 H 0.6965 1.3551 4.1299
146 H -1.4547 3.2219 4.4735
147 H -1.3552 1.7833 3.4640
148 C 3.7472 3.4846 -0.3263
149 C 5.2727 3.3894 -0.2057
150 C 5.8912 4.1568 -1.3981
151 N 7.1823 4.9122 -1.1376
152 C 7.4537 5.7277 -2.3731
153 C 8.3454 3.9385 -0.8549
154 C 9.1151 4.5377 0.3826
155 C 7.9525 5.1089 1.1302
156 C 7.2238 5.8636 0.0663
157 H 3.3756 2.7764 0.4194
158 H 3.2343 3.2828 -1.2689
159 H 3.3161 4.4517 -0.0544
160 H 5.6294 2.3574 -0.2048
161 H 5.5752 3.7594 0.7727
162 H 5.1844 4.9505 -1.6389
163 H 6.1235 3.5262 -2.2528
164 H 8.2003 6.4884 -2.1595
165 H 6.5710 6.2969 -2.6633
166 H 7.7864 5.1002 -3.1958
167 H 8.9948 3.8292 -1.7210
168 H 7.9196 2.9701 -0.6003
169 H 9.7692 5.2978 -0.0395
170 H 9.6249 3.6910 0.8329
171 H 8.3864 5.8321 1.8327
172 H 7.4187 4.4062 1.7669
173 H 7.7072 6.7983 -0.1905
174 H 6.1708 6.0286 0.3095
175 C -5.3948 -1.2636 -3.4963
176 C -5.7846 -2.2545 -2.3821
177 C -4.4857 -2.8203 -1.8105
178 N -4.7090 -3.8463 -0.7159
179 C -5.2165 -3.1174 0.4916
180 C -3.4120 -4.5631 -0.3949
181 C -3.4007 -5.7086 -1.3966
182 C -4.7752 -5.8110 -2.0678
183 C -5.6380 -5.0270 -1.0851
184 H -4.7557 -0.5035 -3.0410
185 H -6.2301 -0.7585 -3.9752
186 H -4.8549 -1.8189 -4.2638
187 H -6.2965 -3.0740 -2.8985
188 H -6.5530 -1.8866 -1.7031
189 H -3.8467 -2.0862 -1.3263
190 H -3.9131 -3.2782 -2.6132
191 H -4.6498 -2.2077 0.6575
192 H -5.1752 -3.8085 1.3341
193 H -6.2883 -2.9367 0.4105
194 H -3.4510 -4.9052 0.6401
195 H -2.5391 -3.9169 -0.4150
196 H -3.0763 -6.6121 -0.8752
197 H -2.5798 -5.6157 -2.1132
198 H -5.1180 -6.8429 -2.0801
199 H -4.8267 -5.3635 -3.0562
200 H -5.8082 -5.5130 -0.1260
201 H -6.5575 -4.5617 -1.4297
202 C 1.6923 5.8174 -6.7277
203 C 1.9554 4.8858 -5.5476
204 C 1.9660 3.3975 -5.9156
205 N 2.5235 2.5093 -4.7819
206 C 1.6104 2.5928 -3.5949
207 C 2.6043 1.1408 -5.4089
208 C 3.6647 0.3026 -4.6461
209 C 4.3804 1.4036 -3.8522
210 C 3.9584 2.7808 -4.3899
211 H 2.1560 5.4453 -7.6411
212 H 2.0629 6.8142 -6.5121
213 H 0.6154 5.8108 -6.8955
214 H 1.2343 5.0215 -4.7357
215 H 2.9171 5.1145 -5.0741
216 H 2.7144 3.2645 -6.6960
217 H 1.0082 2.9704 -6.1997
218 H 1.7277 3.5899 -3.1800
219 H 1.7754 1.8201 -2.8494
220 H 0.6097 2.4205 -3.9886
221 H 1.7082 0.5334 -5.2627
222 H 2.8058 1.2111 -6.4720
223 H 3.2430 -0.3739 -3.9086
224 H 4.2950 -0.2445 -5.3428
225 H 4.1019 1.2214 -2.8116
226 H 5.4738 1.3937 -3.8570
227 H 4.0953 3.4781 -3.5688
228 H 4.5172 3.0467 -5.2842

Output
- Energy above the lowest of the compared OMol25 structures with the same formula, charge and spin: 0.00 kJ/mol
- Gap between HOMO and LUMO: 7.560 eV
- Net charge: +6
- HOMO energy: -18.1 eV